Below is a single C21H26N4O3 molecule, with properties calculated with wB97M-V/def2-TZVPD.

Its energy relative to the best compared isomer or geometry (same formula, charge and spin) is 133.05 kcal/mol. As for the SMILES: COc1cccc(CN2CCN(Cc3cccc4nonc34)C[C@@H]2CCO)c1. The spin multiplicity is 1. The HOMO energy is -7.6 eV.

The geometry in XYZ format:
```
54
C21H26N4O3, DFT wB97M-V/def2-TZVPD
C 2.90797 4.99755 1.87074
O 3.40276 3.92694 2.63563
C 3.33878 2.66818 2.11714
C 3.84059 1.64975 2.92856
C 3.83184 0.34626 2.48116
C 3.31218 0.03345 1.23486
C 2.78809 1.03110 0.42609
C 2.20592 0.71255 -0.93372
N 0.77768 0.43102 -1.03932
C -0.11085 1.51597 -0.66030
C -0.43606 1.55976 0.84549
N -0.86635 0.29326 1.40098
C -2.28813 0.01935 1.46240
C -2.94318 -0.34342 0.15500
C -3.51022 0.56636 -0.69589
C -4.05607 0.21240 -1.95517
C -4.06930 -1.07126 -2.41449
C -3.51675 -2.05197 -1.56909
N -3.38096 -3.35896 -1.69783
O -2.78872 -3.78279 -0.58317
N -2.52374 -2.80040 0.27822
C -2.95725 -1.68940 -0.28774
C -0.00664 -0.79781 0.98686
C 0.22445 -0.82668 -0.53865
C 0.98259 -2.07600 -0.98846
C 0.84683 -2.30336 -2.49809
O 1.40083 -1.27310 -3.27310
C 2.82176 2.35059 0.86782
H 1.84006 4.88037 1.65667
H 3.05555 5.88790 2.47991
H 3.45760 5.10979 0.93025
H 4.23932 1.91159 3.89534
H 4.23558 -0.43616 3.10612
H 3.32695 -0.99057 0.89211
H 2.74024 -0.13812 -1.35967
H 2.38184 1.56983 -1.59440
H 0.33750 2.46333 -0.96601
H -1.03969 1.38310 -1.22846
H -1.20490 2.31236 1.03205
H 0.46684 1.84808 1.39513
H -2.77184 0.90690 1.88005
H -2.41962 -0.81367 2.15977
H -3.54862 1.60602 -0.40220
H -4.47874 0.99986 -2.56149
H -4.48341 -1.34793 -3.36918
H -0.45739 -1.73665 1.31060
H 0.95261 -0.67063 1.49790
H -0.76895 -0.87752 -1.01168
H 0.55118 -2.93714 -0.47508
H 2.03538 -2.01904 -0.71668
H -0.21974 -2.43227 -2.74562
H 1.37349 -3.21644 -2.78809
H 1.05012 -0.43562 -2.93512
H 2.44221 3.12480 0.21787
```

Below is 3 unconnected molecules or ions with the total composition C34H41Cl3FN2O10P2S2, with properties calculated with wB97M-V/def2-TZVPD.

As for the net charge: +1. The spin multiplicity is 1. The HOMO energy is -11.1 eV.

The geometry in XYZ format:
```
95
C34H41Cl3FN2O10P2S2, DFT wB97M-V/def2-TZVPD
C 5.97308 -0.29914 -0.66537
C 4.94936 -0.95284 -0.57238
C 3.49934 -1.56603 -0.52563
C 2.78709 -1.16983 -1.91473
C 1.25371 -1.54773 -1.98251
C 0.21417 -0.53036 -1.37855
C 0.68904 0.97129 -1.61103
C 1.69690 1.58684 -0.56067
C 2.75762 2.54769 -1.27683
Cl 3.05733 3.96548 -0.13962
C -0.21672 -0.56240 0.15325
C 0.58626 -0.71825 1.48541
Cl 1.03527 0.71882 2.52224
C 1.00052 -1.93470 2.02242
C 0.68562 -3.31367 1.35752
Cl 1.94320 -1.98209 3.56912
N -1.52173 -0.35344 0.23980
N -2.04763 -0.30746 1.55529
C -2.16788 0.87957 1.97742
S -2.42876 2.39729 2.44941
C -2.36571 -0.19094 -1.02573
C -3.67642 -1.07349 -0.74538
C -4.87191 -0.36765 0.02223
C -5.66325 -1.53401 0.78867
F -6.10728 -2.49104 -0.20020
P -3.08299 1.53643 -1.30834
S -4.41567 1.60968 -2.75384
C -1.25625 -0.78194 -2.04275
C -1.56981 -2.33661 -2.38102
C -1.39650 -3.35997 -1.19020
O -2.45059 -4.36475 -1.34206
P -1.23079 -0.13899 -3.85089
C -2.83589 -0.66976 -4.74902
O -1.28044 1.55800 -3.93157
H 6.82102 0.42634 -0.54717
H 3.00511 -1.10480 0.37285
H 3.56241 -2.68690 -0.44357
H 3.05495 -0.12009 -2.21405
H 3.30664 -1.83916 -2.67997
H 1.18616 -2.60782 -1.56926
H 1.00906 -1.67085 -3.08956
H 1.14818 1.02569 -2.65245
H -0.22177 1.62898 -1.63363
H 2.27196 0.85024 0.06563
H 1.12362 2.23993 0.17598
H 2.38879 2.91096 -2.28173
H 3.74558 2.01976 -1.40865
H 1.20604 -4.11242 1.98189
H 1.06843 -3.44691 0.31135
H -0.41952 -3.52041 1.48201
H -3.45829 -2.02012 -0.15264
H -4.08284 -1.35387 -1.77072
H -5.64419 0.12393 -0.63567
H -4.58707 0.37336 0.81976
H -6.56412 -1.08315 1.31191
H -4.98604 -2.07892 1.50646
H -3.66156 2.10891 -0.11946
H -2.09947 2.51311 -1.70996
H -0.88292 -2.68791 -3.22089
H -2.61788 -2.48508 -2.77464
H -0.44068 -3.96632 -1.21146
H -1.56316 -2.91736 -0.16569
H -3.24593 -4.07409 -0.85250
H -3.19386 0.21297 -5.35188
H -2.58041 -1.55628 -5.40584
H -3.60335 -0.96335 -3.97511
H -0.92264 1.81833 -4.80262
C -8.00974 0.15539 6.37228
C -7.64926 -0.37361 5.20019
C -7.59902 0.45058 3.95542
O -7.24521 -0.06690 2.90575
C -7.98404 1.85677 4.04600
C -8.34881 2.38749 5.21843
C -8.37290 1.57056 6.46930
O -8.69246 2.09393 7.51876
O -8.70962 3.68143 5.32191
O -7.31277 -1.67931 5.08958
H -8.04804 -0.42998 7.28098
H -7.96021 2.43735 3.13378
H -8.92559 3.81846 6.26581
H -7.09245 -1.81366 4.14834
C 11.59113 1.56255 -1.92791
C 10.35192 1.94821 -2.24448
C 9.41250 2.47872 -1.21128
O 8.29509 2.83788 -1.54450
C 9.87811 2.54060 0.17379
C 11.11704 2.15164 0.49201
C 12.06581 1.64665 -0.54569
O 13.19088 1.31948 -0.21846
O 11.56443 2.19866 1.76382
O 9.89362 1.87632 -3.51428
H 12.28140 1.17885 -2.66689
H 9.18239 2.91015 0.91488
H 12.48375 1.86783 1.72987
H 8.97753 2.21329 -3.48055
```

Below is 7 unconnected molecules or ions with the total composition C22H63N9O7, with properties calculated with wB97M-V/def2-TZVPD.

Its energy relative to the best compared isomer or geometry (same formula, charge and spin) is 81.08 kcal/mol. As for the SMILES: COC[C@H](C)N.COC[C@H](C)N.COC[C@H](C)N.COC[C@H](C)N.COC[C@H](C)N.NC(N)=O.NC(N)=O. The spin multiplicity is 1. The HOMO energy is -9.1 eV.

The geometry in XYZ format:
```
101
C22H63N9O7, DFT wB97M-V/def2-TZVPD
C -19.54152 -21.86941 -17.61077
O -20.80949 -21.22593 -17.47949
C -20.85971 -19.86728 -17.74297
C -22.28056 -19.40287 -17.82901
C -23.05558 -19.86220 -19.05478
N -22.39727 -17.94680 -17.74644
H -19.42845 -22.07475 -18.67526
H -19.45096 -22.75336 -16.97948
H -18.66174 -21.32718 -17.26425
H -20.33853 -19.35399 -16.93489
H -20.43408 -19.59786 -18.70959
H -22.79673 -19.89846 -17.00678
H -23.28223 -20.92564 -18.97847
H -22.65107 -19.73679 -20.05914
H -23.96409 -19.26086 -19.02169
H -21.82407 -17.54042 -18.47198
H -23.35018 -17.63838 -17.87652
C -21.40874 -15.78131 -20.02259
O -21.57317 -17.17231 -20.22933
C -21.13993 -17.67563 -21.51979
C -22.03150 -17.42749 -22.71062
C -23.40222 -18.12231 -22.51691
N -21.51633 -17.82717 -23.98340
H -20.44446 -15.48730 -20.43709
H -21.36289 -15.60813 -18.94741
H -22.27740 -15.27710 -20.44603
H -20.17269 -17.24636 -21.78110
H -21.02003 -18.74659 -21.35619
H -22.13122 -16.34694 -22.81335
H -23.87880 -17.80832 -21.58827
H -23.29460 -19.20506 -22.58158
H -24.04363 -17.78398 -23.33069
H -22.25341 -17.78637 -24.67271
H -21.24324 -18.79782 -24.04126
C -16.45614 -23.66772 -18.74399
O -16.73529 -22.95530 -17.53918
C -15.76281 -23.07252 -16.44548
C -15.60113 -24.55349 -15.87768
C -16.98182 -25.14040 -15.35220
N -14.59705 -24.74095 -14.75618
H -16.11589 -24.67867 -18.51969
H -15.63333 -23.14292 -19.22945
H -17.29884 -23.51483 -19.41821
H -14.79500 -22.78621 -16.85714
H -15.99946 -22.35088 -15.66360
H -15.21859 -25.16555 -16.69446
H -16.74326 -26.20086 -15.27086
H -17.67058 -24.84882 -16.14510
H -17.28146 -24.69294 -14.40452
H -14.74776 -24.02590 -14.05898
H -14.79462 -25.62169 -14.30301
C -21.52113 -26.77959 -23.49210
O -21.86817 -26.76343 -22.13851
C -21.38878 -25.54488 -21.42041
C -22.40814 -25.11776 -20.28654
C -21.98533 -24.05469 -19.27122
N -22.83555 -26.20905 -19.46441
H -21.87075 -27.70458 -23.95064
H -20.44493 -26.76023 -23.66390
H -22.02837 -25.98001 -24.03199
H -20.42370 -25.83403 -21.00434
H -21.21591 -24.68172 -22.06319
H -23.33206 -24.79045 -20.76334
H -20.99515 -24.32251 -18.90254
H -22.66455 -23.95246 -18.42487
H -21.93901 -23.06885 -19.73391
H -22.30551 -26.24224 -18.60531
H -22.58025 -27.03880 -19.98059
C -28.04769 -22.73679 -13.42175
O -27.28356 -21.70965 -13.94484
C -26.20048 -21.25569 -13.16124
C -25.69731 -19.90880 -13.71867
C -25.19052 -20.14660 -15.17163
N -24.64113 -19.50957 -12.81732
H -27.64166 -23.72524 -13.20678
H -28.83123 -23.02401 -14.12294
H -28.62681 -22.29495 -12.61089
H -26.45847 -21.04022 -12.12437
H -25.46312 -22.05844 -13.15823
H -26.54165 -19.21950 -13.71148
H -25.97333 -20.25579 -15.92222
H -24.52115 -21.00392 -15.24258
H -24.66011 -19.19809 -15.25587
H -24.07081 -20.34310 -12.81030
H -24.88303 -19.36693 -11.84714
N -19.54527 -19.04415 -14.18017
C -18.59256 -18.66059 -13.42638
N -18.90069 -17.68841 -12.59687
O -17.47492 -19.15301 -13.50063
H -19.29387 -19.77698 -14.82813
H -20.49907 -18.71340 -14.21137
H -18.05310 -17.25274 -12.26238
H -19.83739 -17.33537 -12.46246
N -22.59670 -17.83065 -14.55021
C -21.82097 -16.78293 -14.20066
N -21.10227 -16.39196 -15.21787
O -21.61259 -16.36046 -13.11563
H -23.09542 -18.48350 -13.96269
H -22.51804 -18.02432 -15.53834
H -20.34300 -15.76167 -15.00263
H -21.17127 -16.78319 -16.14646
```

Below is 2 unconnected molecules or ions with the total composition C4H8ClF, with properties calculated with wB97M-V/def2-TZVPD.

Its energy relative to the best compared isomer or geometry (same formula, charge and spin) is 34.65 kcal/mol. As for the SMILES: C=C(F)CC.Cl. The spin multiplicity is 1. The HOMO energy is -9.5 eV.

The geometry in XYZ format:
```
14
C4H8ClF, DFT wB97M-V/def2-TZVPD
C -0.06777 -2.23605 1.37425
C 0.13812 -1.38064 0.34030
F -0.31524 -1.70026 -0.87768
C 0.68923 0.04211 0.31289
C -0.46627 1.01889 0.21924
H 0.35826 -1.87510 2.40800
H -0.39798 -3.20369 1.11711
H 1.41142 0.21038 -0.57054
H 1.18315 0.25026 1.27674
H -0.73475 1.31784 1.26091
H -1.39614 0.51452 -0.01267
H -0.43938 1.94987 -0.37448
Cl 0.59733 2.23441 -3.20180
H -0.55997 2.85745 -3.27227
```

no.,orbital gap (eV),DFT total energy (eV)
1,7.01,-34298.46353
2,6.50,-139895.27089
3,9.40,-51575.83861
4,10.23,-19516.52553